Run one
Entry from the Open Molecules 2025 dataset: a structure of composition C6H8N2O (the ωB97M-V functional and the def2-TZVPD basis).

Structure (XYZ):
```
17
C6H8N2O | the Open Molecules 2025 dataset | the ωB97M-V functional and the def2-TZVPD basis
C -2.007 1.586 -0.042
C -1.358 0.620 0.802
C 0.564 0.670 1.424
C 1.016 -0.797 -0.306
C 1.202 -1.542 -1.514
C 0.077 0.281 0.238
H -2.854 2.253 0.367
H -2.784 1.006 -0.789
H -1.397 2.285 -0.662
H -2.119 -0.129 0.957
H 2.882 -0.930 0.598
H 1.024 -2.729 -1.385
H 0.437 -1.302 -2.288
H 2.288 -1.569 -2.038
N 1.682 0.038 1.835
N 2.005 -0.724 0.694
O -0.657 0.984 2.110
```

Molecular weight = 124.1 g mol⁻¹
Gap between HOMO and LUMO = 9.29 eV


Run two
Entry from the Open Molecules 2025 dataset: an isolated molecule of C6H8N2O (the ωB97M-V functional and the def2-TZVPD basis).

Structure (XYZ):
```
17
C6H8N2O | the Open Molecules 2025 dataset | the ωB97M-V functional and the def2-TZVPD basis
C 1.270 0.625 -2.782
C 1.512 0.177 -1.690
C -0.113 -1.081 0.615
C 1.887 -0.456 -0.498
C -0.750 -2.240 1.320
C -1.109 2.259 0.358
N 1.156 -1.150 0.314
N -0.455 1.089 -0.137
O -0.865 -0.003 0.551
H 1.040 1.088 -3.696
H 2.954 -0.461 -0.281
H -1.771 -2.381 0.975
H -0.779 -2.061 2.395
H -0.171 -3.138 1.131
H -0.359 2.934 0.785
H -1.586 2.774 -0.479
H -1.861 2.024 1.119
```

Molecular weight = 124.1 g mol⁻¹
Gap between HOMO and LUMO (spin up / spin down) = 6.93 / 8.55 eV


Energy relative to the most stable one, in kJ/mol: run one 0.0; run two 96.5


Run one
Entry from the Open Molecules 2025 dataset: an isolated molecule of C6H8N2O (the ωB97M-V functional and the def2-TZVPD basis).

Structure (XYZ):
```
17
C6H8N2O | the Open Molecules 2025 dataset | the ωB97M-V functional and the def2-TZVPD basis
C 2.170 0.166 0.719
C 1.509 -0.878 -0.209
C 0.003 -0.933 -0.149
C -1.980 -1.552 0.180
C -2.099 -0.269 -0.115
C -0.430 1.516 -0.509
H 3.129 -0.529 1.062
H 1.516 0.492 1.763
H 2.282 1.166 0.067
H -2.835 -2.295 0.253
H -2.910 0.594 -0.138
H -0.091 2.210 0.511
H -1.169 2.063 -0.905
H 0.223 1.632 -1.432
N -0.756 -1.994 0.035
N -0.734 0.170 -0.222
O 2.171 -1.560 -0.911
```

Structure (SMILES) = CC(=O)c1nccn1C
Molecular weight = 124.1 g mol⁻¹
Gap between HOMO and LUMO = 9.77 eV


Run two
Entry from the Open Molecules 2025 dataset: a cluster of 2 separate species, C6H8N2O in total (the ωB97M-V functional and the def2-TZVPD basis).

Structure (XYZ):
```
17
C6H8N2O | the Open Molecules 2025 dataset | the ωB97M-V functional and the def2-TZVPD basis
C 1.556 -0.446 0.668
C -0.945 -0.772 -1.523
C 0.154 -0.253 1.263
C 0.705 0.385 -0.183
N -1.938 -1.025 -0.724
C 0.845 1.510 -0.874
C 0.000 0.860 2.196
O -0.700 -1.230 1.381
N -0.145 1.714 2.956
H -1.577 -1.299 0.334
H -2.724 -0.384 -0.759
H 1.700 -1.482 0.375
H 2.417 0.002 1.159
H -0.123 -1.475 -1.553
H -1.041 -0.075 -2.346
H 1.822 1.847 -1.213
H -0.005 2.122 -1.155
```

Molecular weight = 124.1 g mol⁻¹
Gap between HOMO and LUMO = 8.20 eV


Run three
Entry from the Open Molecules 2025 dataset: a structure of composition C6H8N2O (the ωB97M-V functional and the def2-TZVPD basis).

Structure (XYZ):
```
17
C6H8N2O | the Open Molecules 2025 dataset | the ωB97M-V functional and the def2-TZVPD basis
C -0.877 -1.977 -0.546
C -1.663 0.180 0.399
C -0.909 -1.123 0.691
C 0.260 -0.456 0.041
C 1.865 -0.328 0.686
C -0.107 1.932 -0.752
N 0.162 -1.438 -1.102
N -0.467 0.730 -0.059
O -2.804 0.550 0.378
H -1.435 -2.763 -0.835
H -0.824 -1.514 1.711
H 1.964 0.601 1.297
H 2.632 -0.254 -0.253
H 2.228 -1.251 1.068
H -0.685 2.180 -1.678
H -0.322 2.976 -0.275
H 0.982 1.954 -0.772
```

Molecular weight = 124.1 g mol⁻¹
Gap between HOMO and LUMO = 10.23 eV


Energy relative to the most stable one, in kJ/mol: run one 0.0; run two 175.4; run three 36.8


Run one
Entry from the Open Molecules 2025 dataset: a cluster of 2 separate species, C5H9ClSi in total (the ωB97M-V functional and the def2-TZVPD basis).

Structure (XYZ):
```
16
C5H9ClSi | the Open Molecules 2025 dataset | the ωB97M-V functional and the def2-TZVPD basis
C 2.018 0.307 0.368
C 1.163 -0.327 1.224
C 1.431 0.794 -0.895
C -0.072 0.697 -0.892
C -2.194 -0.820 1.354
Si -0.538 -0.511 0.558
Cl -5.740 0.420 1.351
H 3.134 0.463 0.296
H 1.633 -0.731 2.101
H 1.769 1.851 -1.068
H 1.765 0.258 -1.789
H -0.430 1.623 -0.338
H -0.708 0.719 -1.785
H -2.210 -0.592 2.370
H -2.968 -0.089 1.102
H -2.665 -1.780 1.314
```

Molecular weight = 132.7 g mol⁻¹
Gap between HOMO and LUMO = 3.52 eV


Run two
Entry from the Open Molecules 2025 dataset: an isolated molecule of C5H9ClSi (the ωB97M-V functional and the def2-TZVPD basis).

Structure (XYZ):
```
16
C5H9ClSi | the Open Molecules 2025 dataset | the ωB97M-V functional and the def2-TZVPD basis
C -1.410 0.395 0.043
C -0.305 -0.638 -0.484
C -1.681 2.048 -0.174
C -1.470 1.366 1.176
C 2.542 -2.190 -0.652
Si 1.373 -0.837 0.159
Cl 2.258 0.675 1.123
H -2.287 -0.289 -0.098
H -1.151 -1.240 -0.892
H -0.852 2.617 -0.711
H -2.608 2.549 -0.419
H -0.479 1.519 1.514
H -2.104 1.355 1.985
H 3.167 -1.608 -1.244
H 3.103 -2.833 -0.028
H 1.905 -2.890 -1.298
```

Structure (SMILES) = C/[Si](Cl)=C/C1CC1
Molecular weight = 132.7 g mol⁻¹
Gap between HOMO and LUMO = 7.76 eV


Energy relative to the most stable one, in kJ/mol: run one 56.6; run two 0.0


Run one
Entry from the Open Molecules 2025 dataset: the ion CH4ClNO2P with charge -1 (the ωB97M-V functional and the def2-TZVPD basis).

Structure (XYZ):
```
10
CH4ClNO2P | the Open Molecules 2025 dataset | the ωB97M-V functional and the def2-TZVPD basis
C -0.791 0.212 1.000
N 0.286 0.360 0.078
O 0.540 2.540 1.929
O 2.774 2.187 0.726
P 1.536 1.647 1.279
Cl 2.197 0.192 2.411
H -1.005 1.127 1.663
H -1.712 -0.146 0.457
H -0.472 -0.529 1.646
H -0.162 1.002 -0.551
```

Structure (SMILES) = CN[P@](=O)([O-])Cl
Molecular weight = 128.5 g mol⁻¹
Gap between HOMO and LUMO = 8.53 eV
Total charge = -1


Run two
Entry from the Open Molecules 2025 dataset: the ion CH4ClNO2P with charge -1 (the ωB97M-V functional and the def2-TZVPD basis).

Structure (XYZ):
```
10
CH4ClNO2P | the Open Molecules 2025 dataset | the ωB97M-V functional and the def2-TZVPD basis
C -1.065 -0.290 -0.689
N -0.461 0.417 0.344
O 1.586 1.456 1.611
O 1.786 0.657 -0.922
P 1.190 0.579 0.397
Cl 1.818 -1.339 1.105
H -0.902 -0.019 -1.759
H -0.819 -1.505 -0.618
H -2.161 -0.121 -0.643
H -0.972 0.166 1.173
```

Structure (SMILES) = CN[P@](=O)([O-])Cl
Molecular weight = 128.5 g mol⁻¹
Gap between HOMO and LUMO = 8.98 eV
Total charge = -1


Energy relative to the most stable one, in kJ/mol: run one 129.9; run two 0.0


Run one
Entry from the Open Molecules 2025 dataset: a structure of composition CH4BNO2 (the ωB97M-V functional and the def2-TZVPD basis).

Structure (XYZ):
```
9
CH4BNO2 | the Open Molecules 2025 dataset | the ωB97M-V functional and the def2-TZVPD basis
B -0.628 -0.927 -0.079
C 0.468 0.601 0.683
N 0.386 0.788 -0.632
O 1.166 1.426 -1.300
O -0.635 0.066 -1.118
H -1.613 -1.231 0.261
H 0.161 -1.827 -0.258
H -0.544 0.320 1.111
H 1.239 0.784 1.333
```

Molecular weight = 72.9 g mol⁻¹
Gap between HOMO and LUMO = 10.22 eV


Run two
Entry from the Open Molecules 2025 dataset: an isolated molecule of CH4BNO2 (the ωB97M-V functional and the def2-TZVPD basis).

Structure (XYZ):
```
9
CH4BNO2 | the Open Molecules 2025 dataset | the ωB97M-V functional and the def2-TZVPD basis
B -0.739 -1.076 0.230
C 0.082 1.054 -0.249
N 0.998 0.179 -0.056
O 2.130 0.263 0.272
O 0.443 -1.077 -0.297
H -1.501 -1.946 -0.283
H -0.855 -0.414 1.262
H -0.806 0.862 -0.700
H 0.248 2.155 -0.180
```

Structure (SMILES) = BO[N+](=C)[O-]
Molecular weight = 72.9 g mol⁻¹
Gap between HOMO and LUMO = 10.25 eV


Energy relative to the most stable one, in kJ/mol: run one 18.8; run two 0.0


Run one
Entry from the Open Molecules 2025 dataset: an isolated molecule of CH4BNO2 (the ωB97M-V functional and the def2-TZVPD basis).

Structure (XYZ):
```
9
CH4BNO2 | the Open Molecules 2025 dataset | the ωB97M-V functional and the def2-TZVPD basis
B 1.993 0.312 0.081
C -1.788 -0.741 -0.013
N -0.699 0.045 -0.048
O -0.777 1.265 0.009
O 0.861 -0.522 -0.061
H 2.986 -0.033 -0.412
H 1.820 1.500 0.178
H -1.789 -1.749 0.092
H -2.607 -0.076 0.175
```

Structure (SMILES) = BO[N+](=C)[O-]
Molecular weight = 72.9 g mol⁻¹
Gap between HOMO and LUMO (spin up / spin down) = 9.52 / 9.52 eV


Run two
Entry from the Open Molecules 2025 dataset: an isolated molecule of CH4BNO2 (the ωB97M-V functional and the def2-TZVPD basis).

Structure (XYZ):
```
9
CH4BNO2 | the Open Molecules 2025 dataset | the ωB97M-V functional and the def2-TZVPD basis
B 0.200 0.080 -0.672
C -0.554 0.020 0.668
N -2.005 0.029 0.134
O -2.486 -0.996 -0.296
O -2.567 1.140 0.118
H 1.253 0.452 -0.482
H -0.220 0.172 -1.835
H -0.432 -0.901 1.201
H -0.630 0.852 1.389
```

Structure (SMILES) = BC[N+](=O)[O-]
Molecular weight = 72.9 g mol⁻¹
Gap between HOMO and LUMO = 10.55 eV


Energy relative to the most stable one, in kJ/mol: run one 20.5; run two 0.0